(1)
The following is a quantum chemistry calculation of a molecular structure, C19H16Cl4IrN4O7P, from OMol25.

Results
* HOMO (spin up / spin down): -0.20871 / -0.31858 hartree
* multiplicity: 5
* ⟨S²⟩: 6.04
* net charge: 0

Each line ends with the Mulliken charge.
CARTESIAN COORDINATES (ANGSTROEM)
Ir1 -0.678 -1.626 -0.574  0.927
O1 -1.929 -3.847 4.973  -0.542
C1 -1.740 -3.268 3.759  1.226
C2 -2.334 -2.098 3.389  -0.909
C3 -2.082 -1.561 2.092  0.450
N1 -1.194 -2.231 1.274  -0.202
C4 -0.682 -3.424 1.635  0.071
C5 -0.901 -3.981 2.860  -0.643
C6 0.077 -4.137 0.534  0.307
O2 0.634 -5.189 0.723  -0.647
O3 0.023 -3.527 -0.638  -0.666
C7 -2.817 -0.431 1.630  -0.092
O4 -3.670 0.180 2.262  -0.707
O5 -2.484 0.040 0.324  -0.620
H1 -2.548 -3.317 5.485  0.294
H2 -3.025 -1.571 4.032  0.414
H3 -0.480 -4.944 3.099  0.556
Cl1 4.393 0.096 -5.177  -0.178
C8 2.923 -0.350 -4.415  0.207
C9 1.721 -0.406 -5.201  0.524
Cl2 1.808 -0.057 -6.876  -0.171
C10 0.522 -0.716 -4.622  -0.006
Cl3 -0.948 -0.756 -5.500  -0.173
C11 0.457 -1.006 -3.226  0.400
O6 -0.643 -1.241 -2.632  -0.974
C12 1.670 -1.007 -2.439  0.323
O7 1.584 -1.298 -1.215  -0.848
C13 2.896 -0.634 -3.081  0.258
Cl4 4.288 -0.534 -2.077  -0.178
C14 0.938 2.974 1.750  -0.761
N2 1.602 2.107 0.696  0.219
C15 1.360 2.723 -0.687  -0.730
N3 -0.018 2.963 -0.929  0.224
C16 -0.591 3.758 0.150  -0.891
N4 -0.437 3.121 1.448  0.266
C17 -1.240 1.891 1.563  -1.558
P1 -0.840 0.596 0.241  2.164
C18 1.017 0.720 0.746  -1.396
C19 -0.803 1.747 -1.191  -0.983
H4 1.449 3.939 1.734  0.343
H5 1.092 2.477 2.707  0.380
H6 2.611 2.074 0.854  0.345
H7 1.782 2.020 -1.407  0.340
H8 1.927 3.657 -0.698  0.352
H9 -1.650 3.915 -0.047  0.369
H10 -0.088 4.728 0.175  0.348
H11 -2.288 2.168 1.460  0.515
H12 -1.128 1.476 2.568  0.382
H13 1.666 0.085 0.155  0.758
H14 1.063 0.399 1.791  0.363
H15 -1.834 2.049 -1.390  0.370
H16 -0.434 1.249 -2.087  0.184

(2)
The following is a quantum chemistry calculation of a molecular structure, C20H34F5GaO2PS2Sb2, from OMol25.

Results
* HOMO: -0.41327 hartree
* net charge: +1

Each line ends with the Mulliken charge.
CARTESIAN COORDINATES (ANGSTROEM)
Ga1 -0.954 -0.132 1.099  -0.470
C1 1.822 2.817 1.645  -1.394
Sb1 -0.261 2.359 1.413  1.069
C2 -0.953 3.263 3.180  -1.363
C3 -0.968 3.870 0.016  -0.932
C4 -0.333 3.552 -1.381  1.238
C5 1.005 3.943 -1.453  -0.693
C6 1.665 3.695 -2.638  -0.809
C7 1.034 3.195 -3.748  -0.798
C8 -0.265 2.865 -3.688  -0.658
C9 -1.012 3.014 -2.469  0.244
C10 -2.470 2.644 -2.487  -1.379
Sb2 -2.582 0.704 -1.440  0.761
C11 -4.536 -0.296 -1.791  -1.279
C12 -1.290 -0.312 -2.986  -1.397
H1 1.963 3.956 1.736  0.427
H2 2.374 2.464 0.802  0.367
H3 2.205 2.361 2.551  0.526
H4 -0.693 4.293 3.099  0.500
H5 -0.467 2.720 3.963  0.433
H6 -2.042 3.075 3.197  0.364
H7 -0.729 4.842 0.558  0.532
H8 -2.068 3.796 -0.108  0.337
H9 1.500 4.154 -0.489  0.566
H10 2.748 3.878 -2.616  0.391
H11 1.656 3.040 -4.630  0.399
H12 -0.654 2.373 -4.584  0.321
H13 -2.806 2.439 -3.538  0.499
H14 -3.090 3.377 -1.987  0.598
H15 -4.748 -0.132 -2.815  0.412
H16 -5.292 0.059 -1.148  0.398
H17 -4.273 -1.279 -1.614  0.403
H18 -1.636 -0.254 -4.007  0.441
H19 -1.354 -1.367 -2.730  0.415
H20 -0.358 0.208 -2.794  0.369
F1 -3.480 0.573 1.919  -0.217
C13 -2.676 -0.472 2.194  0.475
F2 -3.331 -1.590 1.801  -0.243
C14 -2.639 -0.464 3.705  0.848
F3 -1.926 -1.475 4.194  -0.190
F4 -3.918 -0.721 4.123  -0.273
F5 -2.258 0.687 4.164  -0.167
C15 3.819 -2.109 -1.390  -1.280
C16 3.793 -1.507 0.018  0.274
C17 3.384 -0.060 -0.069  -1.036
O1 2.815 -2.348 0.839  -0.372
P1 1.323 -2.141 1.267  0.226
S1 1.061 -0.777 2.644  -0.441
S2 0.090 -1.547 -0.306  -0.178
O2 0.710 -3.515 1.759  0.008
C18 0.829 -4.935 1.539  0.672
C19 1.234 -5.262 0.129  -1.226
C20 -0.427 -5.601 2.007  -1.427
H21 4.437 -1.456 -1.956  0.478
H22 2.800 -2.192 -1.784  0.233
H23 4.334 -3.049 -1.381  0.371
H24 4.649 -1.645 0.647  0.368
H25 2.567 0.033 -0.789  0.216
H26 4.260 0.544 -0.331  0.508
H27 3.039 0.289 0.929  0.198
H28 1.669 -5.183 2.213  0.240
H29 0.377 -5.124 -0.518  0.302
H30 1.498 -6.268 0.009  0.480
H31 1.978 -4.519 -0.202  0.195
H32 -1.186 -5.719 1.229  0.335
H33 -0.817 -5.073 2.871  0.387
H34 -0.144 -6.552 2.407  0.396

(3)
The following is a quantum chemistry calculation of a molecular structure, C19H30N3OPSiSn, from OMol25.

Results
* HOMO: -0.24043 hartree
* net charge: 0

Each line ends with the Mulliken charge.
CARTESIAN COORDINATES (ANGSTROEM)
Sn1 0.270 -0.202 -0.364  0.918
Si1 -0.355 0.047 -2.845  0.410
P1 -0.622 -2.758 -0.244  0.787
N1 2.049 -0.519 0.437  -0.740
H1 -2.710 0.088 0.690  -0.559
C1 -0.842 -3.632 1.334  -1.258
H2 -1.154 -4.676 1.180  0.408
H3 -1.609 -3.118 1.935  0.371
H4 0.100 -3.621 1.904  0.359
C2 -2.158 -3.129 -1.180  -1.107
H5 -2.361 -4.216 -1.167  0.416
H6 -2.087 -2.786 -2.221  0.282
H7 -3.006 -2.613 -0.703  0.311
C3 0.669 -3.737 -1.128  -1.110
H8 0.439 -4.816 -1.065  0.420
H9 1.645 -3.549 -0.657  0.308
H10 0.729 -3.441 -2.183  0.312
C4 -2.169 0.348 -3.225  -0.822
H11 -2.567 1.200 -2.656  0.200
H12 -2.802 -0.525 -3.040  0.224
H13 -2.210 0.584 -4.296  0.423
H14 0.452 1.190 -3.303  -0.152
H15 0.044 -1.256 -3.472  -0.149
C5 3.201 -0.612 -0.214  0.773
C6 5.584 -0.799 0.190  -0.455
C7 4.309 -0.651 0.686  -0.597
C8 3.405 -0.696 -1.638  -0.077
C9 4.701 -0.856 -2.111  -0.672
C10 5.778 -0.908 -1.202  -0.492
H16 6.402 -0.827 0.904  0.350
H17 4.041 -0.562 1.744  0.335
H18 2.532 -0.633 -2.306  0.054
H19 4.868 -0.936 -3.189  0.367
H20 6.792 -1.033 -1.585  0.326
C11 -3.133 1.078 0.621  1.344
O1 -2.530 1.763 -0.355  -0.692
C12 -2.967 1.622 2.062  -1.112
H21 -3.754 1.221 2.687  0.462
H22 -2.981 2.712 2.098  0.246
H23 -1.991 1.288 2.447  0.109
C13 -4.494 0.459 0.233  -1.623
H24 -4.752 -0.281 1.007  0.347
H25 -4.385 -0.039 -0.729  0.232
H26 -5.220 1.262 0.181  0.446
N2 0.376 6.323 4.144  -0.462
C14 0.392 5.391 3.445  -0.157
C15 0.411 4.232 2.580  0.724
C16 -0.279 4.246 1.363  -0.706
C17 -0.249 3.108 0.557  -0.336
N3 0.383 1.974 0.903  0.048
C18 1.067 1.972 2.068  -0.101
C19 1.107 3.072 2.926  -0.689
H27 -0.854 5.111 1.019  0.470
H28 -0.786 3.097 -0.397  0.466
H29 1.606 1.046 2.280  0.367
H30 1.675 2.995 3.852  0.454

(4)
The following is a quantum chemistry calculation of C7H15N3 in the gas phase, from OMol25.

Results
* HOMO: -0.28170 hartree
* net charge: 0

Each line ends with the Mulliken charge.
CARTESIAN COORDINATES (ANGSTROEM)
C1 1.162 -1.191 0.576  -0.460
C2 -0.009 -0.356 0.682  0.936
C3 -0.614 -0.448 2.076  -1.427
C4 -2.483 0.896 -1.395  -1.506
C5 -1.008 2.687 -0.414  -1.514
C6 3.111 -2.338 -0.106  -0.917
C7 -1.550 1.264 -0.238  0.741
N1 2.083 -0.990 -1.616  -1.053
N2 2.021 -1.414 -0.414  0.742
N3 -0.433 0.370 -0.277  -0.478
H1 1.401 -1.731 1.480  0.283
H2 -1.608 -0.015 2.115  0.409
H3 0.021 0.088 2.780  0.265
H4 -0.677 -1.487 2.388  0.395
H5 -1.927 0.890 -2.328  0.318
H6 -2.901 -0.097 -1.238  0.340
H7 -3.298 1.612 -1.470  0.426
H8 -0.401 2.739 -1.315  0.329
H9 -0.385 2.959 0.436  0.331
H10 -1.827 3.396 -0.489  0.430
H11 2.732 -3.358 -0.071  0.322
H12 3.847 -2.251 -0.903  0.294
H13 3.572 -2.093 0.851  0.321
H14 -2.126 1.229 0.701  0.159
H15 1.299 -0.362 -1.811  0.315

(5)
The following is a quantum chemistry calculation of a molecular structure, C33H39NiO5P2, from OMol25.

Results
* HOMO (spin up / spin down): -0.38534 / -0.38535 hartree
* net charge: +1

Each line ends with the Mulliken charge.
CARTESIAN COORDINATES (ANGSTROEM)
Ni1 0.154 -1.212 1.418  0.205
C1 2.232 0.380 3.228  -0.759
O1 2.180 -0.761 2.366  -0.186
C2 2.664 -1.946 2.967  -0.820
C3 2.548 -3.032 1.930  -0.376
O2 1.191 -3.065 1.459  0.205
C4 0.909 -4.240 0.694  -0.985
H1 1.499 0.280 4.032  0.285
H2 1.990 1.249 2.620  0.093
H3 3.233 0.484 3.649  0.333
H4 2.074 -2.181 3.861  0.286
H5 3.711 -1.835 3.265  0.575
H6 2.803 -4.000 2.368  0.550
H7 3.209 -2.838 1.084  0.120
H8 1.598 -4.323 -0.147  0.307
H9 -0.111 -4.153 0.326  0.261
H10 0.999 -5.118 1.336  0.312
C5 -2.698 -2.736 2.500  -1.583
C6 -1.926 -1.689 3.293  1.749
C7 -2.330 -1.647 4.748  -1.812
O3 -0.494 -1.949 3.178  -0.508
C8 -2.102 -0.340 2.604  -0.098
O4 -3.069 0.350 2.801  -0.611
O5 -1.143 -0.017 1.759  0.017
H11 -2.581 -3.726 2.949  0.480
H12 -2.353 -2.774 1.464  0.220
H13 -3.757 -2.484 2.501  0.429
H14 -2.251 -2.637 5.201  0.457
H15 -3.361 -1.307 4.821  0.356
H16 -1.700 -0.951 5.302  0.404
H17 -0.314 -2.872 3.394  0.265
C9 0.950 1.241 -0.989  -1.646
P1 0.408 -0.465 -0.651  2.035
C10 1.765 -1.464 -1.349  1.023
C11 1.545 -2.538 -2.208  -0.390
C12 2.615 -3.274 -2.699  -0.722
C13 3.912 -2.951 -2.331  -0.584
C14 4.141 -1.892 -1.461  -0.839
C15 3.074 -1.155 -0.970  -0.904
C16 -1.039 -0.691 -1.712  0.199
C17 -2.304 -0.786 -1.138  -0.263
C18 -3.429 -0.853 -1.949  -0.871
C19 -3.296 -0.820 -3.327  -0.611
C20 -2.036 -0.704 -3.904  -0.957
C21 -0.911 -0.632 -3.102  -0.545
P2 0.254 2.586 0.099  0.167
C22 1.005 4.034 -0.742  0.748
C23 0.326 5.251 -0.663  -0.586
C24 0.864 6.399 -1.220  -0.654
C25 2.095 6.354 -1.861  -0.513
C26 2.786 5.155 -1.932  -0.666
C27 2.246 4.003 -1.373  -0.316
C28 -1.442 2.650 -0.596  0.394
C29 -1.674 2.832 -1.964  -0.318
C30 -2.965 2.865 -2.458  -0.699
C31 -4.044 2.718 -1.590  -0.559
C32 -3.826 2.542 -0.234  -0.632
C33 -2.526 2.518 0.262  -0.329
H18 0.686 1.444 -2.030  0.970
H19 2.035 1.245 -0.899  0.624
H20 0.537 -2.799 -2.504  0.505
H21 2.433 -4.096 -3.380  0.439
H22 4.745 -3.520 -2.723  0.427
H23 5.151 -1.636 -1.169  0.447
H24 3.266 -0.341 -0.280  0.330
H25 -2.414 -0.763 -0.065  0.273
H26 -4.410 -0.914 -1.497  0.487
H27 -4.173 -0.872 -3.958  0.433
H28 -1.932 -0.660 -4.980  0.452
H29 0.065 -0.522 -3.560  0.535
H30 -0.639 5.299 -0.172  0.371
H31 0.320 7.332 -1.154  0.404
H32 2.512 7.249 -2.302  0.383
H33 3.749 5.111 -2.424  0.404
H34 2.815 3.084 -1.439  0.262
H35 -0.839 2.966 -2.644  0.402
H36 -3.134 3.013 -3.517  0.449
H37 -5.055 2.752 -1.975  0.419
H38 -4.659 2.418 0.445  0.479
H39 -2.359 2.379 1.320  0.373

Which energy relative to the best compared isomer or geometry (same formula, charge and spin) belongs to each record? In order, 137.0, 57.4, 93.5, 166.9, 0.0 kJ/mol.
Which electronic energy belongs to each record? In order, -102469.675, -135380.251, -49699.844, -11970.371, -104707.164 eV.